1) Molecular formula: C2HNOS
Method: DFT, ωB97M-V with the def2-TZVPD basis set

Geometry (Å):
C (-2.26875, 0.41978, 0.34307)
O (3.15747, -1.29182, -0.21596)
C (2.22034, -0.67875, -0.09065)
N (-1.40842, -0.14095, -0.21256)
S (0.99404, 0.48216, -0.07709)
H (-2.69469, 1.20957, 0.25317)

Summary:
LUMO level   0.5 eV
Molecular weight   87.103 g mol⁻¹
HOMO level   -0.3463 Ha
Structure (SMILES)   O=C=S.C#N

2) Molecular formula: C2HNOS
Method: DFT, ωB97M-V with the def2-TZVPD basis set

Geometry (Å):
H (-0.47020, 0.17019, -0.42570)
C (2.13949, -0.92111, 0.94442)
O (-0.36085, 2.84043, 0.55046)
S (0.71003, 1.87891, 0.87831)
C (0.20518, 0.51592, 0.27389)
N (3.09685, -1.41911, 1.32038)

Summary:
LUMO level (spin up / spin down)   -3.1 / -3.1 eV
Molecular weight   87.103 g mol⁻¹
HOMO level (spin up / spin down)   -0.4227 / -0.4227 Ha

3) Molecular formula: C2HNOS
Method: DFT, ωB97M-V with the def2-TZVPD basis set

Geometry (Å):
N (0.91166, -0.91483, -0.44215)
O (-1.14575, 0.66843, -1.03057)
C (1.77664, -0.33362, -0.02305)
S (-2.44341, 0.09848, 1.24257)
H (2.61898, 0.13890, 0.33743)
C (-1.71812, 0.34263, -0.08423)

Summary:
LUMO level   0.8 eV
Molecular weight   87.103 g mol⁻¹
HOMO level   -0.3853 Ha
Structure (SMILES)   O=C=S.C#N

How do the energies compare? Relative to the most stable structure, in kJ/mol: 1) 202.7; 2) 586.6; 3) 0.0.

1) Molecular formula: C8H7Cl2NO3S
Method: DFT, ωB97M-V with the def2-TZVPD basis set

Geometry (Å):
O (0.73057, -0.70765, -2.51215)
C (0.57259, 0.08462, 2.40736)
H (-1.12737, 0.04460, 1.13574)
H (-2.23700, -0.35405, -3.74030)
H (-2.45472, -1.27868, -5.34040)
O (-1.41214, -0.31599, -1.35408)
H (0.03271, -0.06707, 3.30839)
C (1.96769, 0.05854, 2.49747)
C (-1.08676, 0.08908, -5.54210)
C (-0.28859, 1.10506, -4.99677)
H (2.75451, 0.22190, -0.77317)
C (2.04097, 0.14486, 0.04726)
H (3.84157, -0.01376, 1.11472)
Cl (-0.61588, 1.85488, -3.48651)
C (0.69477, 0.18424, 0.02038)
C (-0.06751, 0.08567, 1.17587)
Cl (0.90509, 1.91503, -5.97145)
C (2.67638, 0.01796, 1.28413)
N (-1.99729, -0.56698, -4.78251)
S (-0.02988, 0.11434, -1.62160)
H (2.49586, 0.01675, 3.49604)
O (-1.04885, -0.11304, -6.76081)

Summary:
LUMO level (spin up / spin down)   -1.5 / -2.0 eV
Molecular weight   268.121 g mol⁻¹
HOMO level (spin up / spin down)   -0.3327 / -0.3276 Ha

2) Molecular formula: C8H7Cl2NO3S
Method: DFT, ωB97M-V with the def2-TZVPD basis set

Geometry (Å):
O (1.70996, 3.03617, 0.89701)
C (-0.75182, -0.19672, 0.17952)
O (-0.59832, 1.50572, -2.44073)
H (-0.74544, -3.03080, 1.87460)
C (-0.32969, 4.09966, 0.91357)
Cl (-0.61036, 4.30294, 2.57163)
C (-0.81989, -1.05042, 1.20991)
H (-0.74674, -0.56681, 2.14245)
S (-0.40866, 0.09224, -2.67018)
H (0.18670, 4.07599, -1.66110)
Cl (-1.66860, 4.60581, -0.07724)
C (0.82216, 3.50001, 0.20422)
O (0.82970, -0.27224, -3.33074)
H (-0.90590, 0.86060, 0.04618)
H (0.33714, -2.56301, -2.20664)
C (-0.26683, -0.83047, -1.00630)
C (0.16055, -2.07910, -1.20455)
H (1.77985, 3.01726, -1.49688)
C (-0.00446, -2.95791, -0.10898)
N (0.84938, 3.45594, -1.15681)
H (0.03211, -4.03271, -0.16667)
C (-0.50491, -2.44286, 1.05419)

Summary:
LUMO level (spin up / spin down)   -1.2 / -2.2 eV
Molecular weight   268.121 g mol⁻¹
HOMO level (spin up / spin down)   -0.3424 / -0.3199 Ha

How do the energies compare? Relative to the most stable structure, in kJ/mol: 1) 0.0; 2) 30.0.